Entry 1:
{
  "formula": "C26H14AuF5N4OS",
  "method": "the ωB97M-V functional and the def2-TZVPD basis",
  "species": ["Au", "F", "C", "C", "F", "C", "F", "C", "S", "C", "F", "C", "F", "C", "O", "C", "C", "C", "C", "C", "C", "C", "N", "C", "C", "N", "C", "C", "C", "C", "N", "C", "C", "N", "C", "C", "C", "C", "H", "H", "H", "H", "H", "H", "H", "H", "H", "H", "H", "H", "H", "H"],
  "coordinates": [[-4.311461, 2.045894, -3.570511], [-2.833233, -3.072844, 0.753700], [-2.907986, -2.342882, -0.383478], [-4.003238, -1.323079, -0.346538], [-4.195979, -0.557545, 0.703577], [-4.651948, -1.289081, -1.502835], [-5.597266, -0.426520, -1.867744], [-2.941675, -1.347693, -3.293052], [-3.107234, 0.024475, -4.504456], [-1.716963, -2.133372, -3.340085], [-0.652124, -1.645563, -3.857806], [-1.683038, -2.919492, -2.119433], [-0.851367, -3.972689, -2.068007], [6.514658, -0.058184, 5.182368], [5.609680, -1.003974, 4.616891], [4.672069, -0.616265, 3.779690], [3.818411, -1.623195, 3.281639], [2.802671, -1.307239, 2.426527], [2.593238, 0.026208, 2.016273], [3.459040, 1.021633, 2.498949], [4.479632, 0.714462, 3.362618], [1.523513, 0.312466, 1.103504], [0.680592, -0.586033, 0.619294], [-0.126222, 0.072762, -0.240770], [0.208817, 1.436428, -0.280231], [1.255782, 1.563411, 0.576587], [-0.516398, 2.369824, -1.050767], [-0.316104, 3.762681, -1.021030], [-1.133363, 4.575421, -1.759231], [-2.169575, 3.998099, -2.495878], [-2.377843, 2.689645, -2.550748], [-1.553056, 1.846885, -1.869005], [-1.765054, 0.422571, -1.938156], [-2.734297, -0.027478, -2.809904], [-4.018222, -2.167913, -2.543677], [-3.148898, -3.129625, -1.687304], [-1.465951, -1.912517, -0.869445], [-1.144859, -0.469068, -1.061626], [7.165777, -0.623845, 5.838819], [5.981476, 0.697837, 5.761011], [7.111235, 0.426176, 4.407623], [3.997362, -2.641554, 3.599137], [2.143872, -2.074477, 2.045869], [3.337274, 2.055550, 2.199026], [5.136785, 1.495472, 3.718216], [1.756585, 2.408147, 0.789156], [0.468556, 4.185995, -0.407815], [-1.012147, 5.648853, -1.755418], [-2.853751, 4.624774, -3.050865], [-4.724398, -2.657863, -3.211178], [-3.503735, -4.152391, -1.603584], [-0.699640, -2.343286, -0.219895]],
  "forces_ev_per_a": [[0.369, 0.380, 0.401], [0.074, -0.006, -0.035], [-0.190, 0.087, -0.141], [0.034, -0.141, 0.023], [0.005, 0.030, -0.012], [0.085, -0.016, -0.209], [0.034, -0.035, 0.080], [-1.288, 0.100, -0.434], [0.506, -0.396, 0.080], [0.648, 1.201, 1.014], [-0.011, -0.364, -0.284], [-0.192, -1.310, -0.663], [0.058, 0.236, -0.039], [0.013, 0.187, -0.037], [0.456, -0.398, 0.423], [-0.706, 0.418, -0.656], [0.393, 0.097, 0.308], [-0.223, 0.396, -0.244], [0.551, 0.039, 0.429], [-0.539, -0.310, -0.354], [0.414, -0.256, 0.376], [-0.308, -0.080, -0.332], [0.109, -0.259, 0.175], [0.129, 0.693, -0.173], [-0.381, -0.433, -0.262], [0.061, -0.120, 0.141], [-0.101, -0.221, 0.034], [-0.161, 0.099, -0.154], [0.203, -0.040, 0.189], [-0.119, -0.062, -0.100], [-0.547, 0.166, -0.398], [0.305, -0.184, -0.008], [0.170, 0.610, -0.021], [-0.074, -0.797, 0.289], [-0.001, 0.118, 0.051], [0.172, -0.016, 0.237], [-0.216, 0.878, 0.158], [0.182, -0.007, 0.303], [-0.013, -0.036, -0.003], [-0.044, -0.036, 0.002], [-0.014, -0.040, -0.034], [-0.033, 0.005, 0.004], [0.016, -0.042, 0.025], [0.023, 0.035, 0.019], [-0.045, -0.010, -0.006], [0.064, 0.004, 0.066], [-0.001, 0.017, -0.009], [-0.026, 0.000, -0.036], [0.021, 0.017, 0.012], [0.077, -0.029, -0.064], [-0.014, 0.004, 0.014], [0.078, -0.172, -0.149]],
  "nbo_charge": [0.87, -0.29, 0.33, 0.31, -0.26, 0.35, -0.29, -0.04, 0.47, 0.64, -0.19, 0.27, -0.26, -0.26, -0.46, 0.38, -0.24, -0.15, -0.13, -0.14, -0.31, 0.44, -0.49, 0.10, 0.19, -0.52, -0.10, -0.09, -0.23, 0.09, -0.58, 0.21, 0.06, -0.48, -0.30, -0.24, -0.27, 0.04, 0.22, 0.19, 0.19, 0.24, 0.24, 0.19, 0.24, 0.43, 0.24, 0.26, 0.22, 0.28, 0.29, 0.33],
  "spin_multiplicity": 1,
  "relative_energy_kj_mol": 61.0,
  "total_charge": 2
}

Entry 2:
{
  "formula": "C10H25Li2NO7",
  "method": "the ωB97M-V functional and the def2-TZVPD basis",
  "species": ["Li", "Li", "O", "C", "C", "O", "H", "H", "H", "H", "O", "C", "C", "O", "H", "H", "H", "H", "C", "O", "C", "C", "N", "C", "C", "O", "C", "H", "H", "H", "H", "H", "H", "H", "H", "H", "H", "H", "H", "H", "H", "H", "O", "H", "H"],
  "coordinates": [[-19.439110, 13.675080, 4.901610], [-19.461630, 15.611300, 7.030100], [-17.213410, 14.149100, 9.488390], [-18.226740, 13.197100, 9.423320], [-19.350880, 13.159320, 8.305440], [-19.028370, 13.562380, 6.963950], [-18.732800, 13.340870, 10.377960], [-17.765670, 12.211170, 9.364580], [-20.228430, 13.697150, 8.664260], [-19.732340, 12.138320, 8.293020], [-21.268330, 16.561750, 6.600560], [-21.406760, 16.540220, 5.201690], [-20.146560, 16.700910, 4.208410], [-19.097150, 15.698210, 4.279940], [-22.066660, 17.397720, 5.070030], [-22.068560, 15.728220, 4.900410], [-19.753180, 17.645540, 4.583930], [-20.457520, 16.867810, 3.177120], [-24.585030, 14.224520, 6.075510], [-23.823430, 13.257380, 5.266490], [-22.669900, 12.969020, 6.023630], [-21.744270, 11.962530, 5.328710], [-20.988860, 12.475930, 4.162390], [-21.846530, 13.016770, 3.075970], [-20.920760, 13.215930, 1.827370], [-20.692980, 11.993260, 1.146770], [-19.871430, 12.113900, 0.004160], [-24.786830, 13.748030, 7.034850], [-25.532360, 14.456920, 5.589040], [-24.057820, 15.158370, 6.270650], [-23.031790, 12.379430, 6.865960], [-22.093870, 13.778530, 6.471950], [-22.255350, 11.103220, 4.894560], [-21.028170, 11.450800, 5.971690], [-20.590600, 11.627550, 3.785900], [-22.284750, 14.012530, 3.143360], [-22.655700, 12.326160, 2.838460], [-19.996070, 13.705920, 2.132270], [-21.502430, 13.881880, 1.189980], [-18.817030, 12.115550, 0.280450], [-20.005640, 13.035020, -0.562950], [-20.080670, 11.148730, -0.457100], [-17.805700, 12.490060, 4.268490], [-17.949600, 11.643560, 3.845460], [-16.854060, 12.591930, 4.283950]],
  "forces_ev_per_a": [[0.659, 1.082, 0.916], [-0.444, -0.677, -0.589], [-0.793, -0.079, -0.891], [1.381, 1.532, -0.295], [0.734, 0.850, -1.535], [-0.674, 0.311, 0.809], [-1.075, -0.835, 0.571], [0.148, -0.994, 0.147], [-0.386, 0.834, 0.298], [0.017, -0.897, 0.099], [1.793, -1.091, -0.483], [-0.050, 0.741, 0.620], [0.998, -1.686, 2.281], [-2.063, 0.347, 0.221], [-0.198, 0.875, -1.208], [0.002, -1.093, -0.474], [0.404, 0.615, -0.108], [-0.585, -0.036, -0.439], [0.283, -0.903, -0.640], [-0.608, 2.117, 0.594], [0.899, -2.392, 0.590], [-0.036, -0.063, -1.250], [-0.668, 1.028, 0.278], [1.891, -0.345, -1.448], [-1.336, -0.103, 0.825], [-0.041, 0.319, 0.213], [0.187, -0.876, 1.108], [-0.136, -0.016, 0.205], [0.092, -0.229, -0.247], [0.433, -0.083, -0.222], [-0.015, -0.037, 0.652], [-0.084, 0.685, -0.560], [-1.255, -0.117, 0.308], [0.104, 0.845, 0.627], [0.345, 0.059, -0.422], [0.208, -0.095, 1.324], [-0.198, -0.154, -0.160], [0.138, 0.093, 0.088], [0.200, 0.210, -0.492], [0.307, 0.021, 0.199], [-0.620, -0.180, -0.350], [0.201, 0.435, -1.026], [-0.206, -0.160, -0.389], [-0.103, -0.200, -0.056], [0.150, 0.343, 0.311]],
  "nbo_charge": [0.88, 0.91, -0.98, -0.06, -0.09, -1.09, 0.08, 0.06, 0.09, 0.08, -1.05, -0.08, -0.09, -1.05, 0.10, 0.08, 0.11, 0.09, -0.26, -0.55, -0.11, -0.23, -0.65, -0.24, -0.08, -0.56, -0.25, 0.16, 0.17, 0.22, 0.15, 0.25, 0.15, 0.23, 0.35, 0.23, 0.17, 0.21, 0.15, 0.16, 0.17, 0.18, -0.92, 0.46, 0.48],
  "spin_multiplicity": 1,
  "relative_energy_kj_mol": 230.4,
  "total_charge": -2
}